A 2-piece molecular cluster, C10H15NO2 overall in a non-equilibrium geometry, computed with the ωB97M-V functional and the def2-TZVPD basis.

XYZ file:
```
28
Properties=species:S:1:pos:R:3:nbo_charge:R:1
C -2.16 2.06 1.99 -0.627
C -0.92 2.00 1.12 -0.048
C -0.34 0.80 0.76 -0.201
C 0.80 0.87 -0.09 -0.292
C 1.27 2.09 -0.53 0.292
O 2.44 2.22 -1.24 -0.682
C 0.66 3.29 -0.16 -0.245
C -0.41 3.24 0.71 -0.183
H -1.89 1.83 3.03 0.214
H -2.92 1.35 1.65 0.215
H -2.63 3.04 2.06 0.216
H -0.77 -0.10 1.18 0.216
H 1.33 -0.04 -0.36 0.209
H 2.63 1.43 -1.76 0.482
H 1.08 4.21 -0.53 0.225
H -0.82 4.19 1.03 0.211
C -1.40 -2.84 -1.14 -0.606
C -0.21 -2.35 -0.36 -0.502
C 1.09 -2.77 -1.04 0.673
N 2.22 -2.94 -0.30 -0.830
O 1.18 -2.75 -2.26 -0.627
H -2.31 -2.35 -0.75 0.206
H -1.58 -3.91 -1.10 0.214
H -1.40 -2.48 -2.17 0.234
H -0.03 -1.31 -0.34 0.240
H -0.25 -2.67 0.68 0.201
H 3.09 -3.07 -0.78 0.402
H 2.23 -3.06 0.70 0.392
```

Values from the calculation:
Energy: -595.2860 a.u.
SMILES string: Cc1ccc(O)cc1.CCC(N)=O
ΔE to the lowest compared entry with this formula, charge and spin: 12.3 kcal per mole
Maximum force: 2.2 eV/Å
LUMO level: 0.692 eV
Orbital gap: 9.2 eV